[1]
{"formula": "C5H14N2O", "method": "wB97M-V/def2-TZVPD", "symbols": ["N", "C", "C", "N", "C", "C", "C", "O", "H", "H", "H", "H", "H", "H", "H", "H", "H", "H", "H", "H", "H", "H"], "xyz": [[-2.236, 2.347, -0.391], [-0.826, 2.612, -0.788], [0.085, 1.716, 0.060], [0.030, 0.307, -0.438], [0.345, -1.018, 1.763], [0.840, -0.694, 0.321], [0.596, -2.061, -0.616], [1.330, -3.051, 0.075], [-2.758, 2.760, -1.161], [-2.504, 1.358, -0.394], [-0.560, 3.566, -0.488], [-0.562, 2.473, -1.803], [1.152, 2.101, 0.033], [-0.169, 1.829, 1.196], [-0.907, -0.070, -0.641], [1.132, -1.116, 2.594], [-0.315, -1.868, 1.738], [-0.297, -0.120, 2.033], [1.921, -0.413, 0.261], [-0.385, -2.391, -0.645], [1.069, -1.878, -1.532], [1.745, -3.740, -0.429]], "forces_ev_per_a": [[0.54, 0.37, -1.17], [-0.55, -2.70, 2.14], [0.76, 0.48, -0.39], [0.41, 0.53, 4.53], [-0.46, 2.32, 1.00], [-0.07, -2.20, -2.87], [3.70, 0.80, 2.94], [-0.22, 0.57, 1.20], [-0.58, -0.02, 0.43], [0.29, 0.35, -0.07], [0.19, 2.21, 0.34], [0.00, -0.13, -1.30], [-0.97, -0.82, -0.20], [0.03, -0.86, -1.76], [0.35, 0.41, -0.59], [-0.91, 0.06, -1.78], [0.00, -0.42, 0.11], [0.68, -1.13, 0.19], [-1.00, -0.07, 0.11], [-2.36, 0.07, -0.28], [0.13, 0.36, -1.75], [0.04, -0.18, -0.83]], "spin_multiplicity": 2, "homo_lumo_gap_ev": [10.950, 5.795], "de_lowest_kcal_mol": 58.5, "total_charge": 1, "homo_energy_ev": [-13.89, -13.85], "s2": 0.75, "largest_force_ha_per_bohr": 0.09319, "mol_weight_g_mol": 118.18}


[2]
{"formula": "C7H14P2", "method": "wB97M-V/def2-TZVPD", "symbols": ["C", "C", "C", "C", "C", "C", "C", "P", "P", "H", "H", "H", "H", "H", "H", "H", "H", "H", "H", "H", "H", "H", "H"], "xyz": [[-0.605, -0.409, -2.543], [-0.244, -1.097, -1.279], [-1.007, 0.565, 1.292], [-1.788, 1.714, 0.810], [-0.755, 0.404, 2.781], [2.194, 0.048, -2.458], [0.893, -1.681, 1.161], [0.987, -1.386, -2.622], [0.091, -0.341, 0.261], [-1.218, -0.684, -3.348], [-0.537, 0.792, -2.522], [-2.479, 1.284, 0.114], [-1.230, 2.606, 0.440], [-2.406, 1.997, 1.607], [-1.719, 0.443, 3.196], [-0.371, 1.418, 3.226], [-0.205, -0.514, 3.150], [1.630, 0.994, -2.264], [2.715, -0.017, -3.355], [2.932, -0.371, -1.660], [-0.035, -2.166, 1.592], [1.505, -1.443, 1.939], [1.650, -2.154, 0.483]], "forces_ev_per_a": [[1.54, 3.38, 0.50], [-0.13, 0.73, 0.25], [3.39, -2.01, -0.47], [0.41, -0.11, -0.66], [1.26, 1.74, 0.13], [-0.33, -1.80, 2.75], [-1.43, -0.81, -1.44], [-0.34, 1.00, 0.70], [-1.29, 0.23, -0.38], [-1.59, -0.86, -0.23], [0.04, -2.68, -0.24], [-0.42, 0.42, -1.17], [-0.40, -0.77, 0.10], [-0.91, 0.90, 1.32], [-1.56, -0.59, 0.90], [0.15, -1.87, -0.67], [-0.58, 1.39, -0.54], [1.00, -0.76, 0.07], [1.04, 0.64, -1.73], [-1.15, 1.53, -1.04], [1.56, -0.68, -0.80], [1.36, 1.39, 2.46], [-1.62, -0.42, 0.19]], "homo_lumo_gap_ev": [6.740, 6.549], "de_lowest_kcal_mol": 72.8, "homo_energy_ev": [-6.73, -6.75], "smiles": "CC(C)=P(C)=C1CP1C", "largest_force_ha_per_bohr": 0.07729, "mol_weight_g_mol": 160.14}


Copy entry 2 word for word.
{"formula": "C7H14P2", "method": "wB97M-V/def2-TZVPD", "symbols": ["C", "C", "C", "C", "C", "C", "C", "P", "P", "H", "H", "H", "H", "H", "H", "H", "H", "H", "H", "H", "H", "H", "H"], "xyz": [[-0.605, -0.409, -2.543], [-0.244, -1.097, -1.279], [-1.007, 0.565, 1.292], [-1.788, 1.714, 0.810], [-0.755, 0.404, 2.781], [2.194, 0.048, -2.458], [0.893, -1.681, 1.161], [0.987, -1.386, -2.622], [0.091, -0.341, 0.261], [-1.218, -0.684, -3.348], [-0.537, 0.792, -2.522], [-2.479, 1.284, 0.114], [-1.230, 2.606, 0.440], [-2.406, 1.997, 1.607], [-1.719, 0.443, 3.196], [-0.371, 1.418, 3.226], [-0.205, -0.514, 3.150], [1.630, 0.994, -2.264], [2.715, -0.017, -3.355], [2.932, -0.371, -1.660], [-0.035, -2.166, 1.592], [1.505, -1.443, 1.939], [1.650, -2.154, 0.483]], "forces_ev_per_a": [[1.54, 3.38, 0.50], [-0.13, 0.73, 0.25], [3.39, -2.01, -0.47], [0.41, -0.11, -0.66], [1.26, 1.74, 0.13], [-0.33, -1.80, 2.75], [-1.43, -0.81, -1.44], [-0.34, 1.00, 0.70], [-1.29, 0.23, -0.38], [-1.59, -0.86, -0.23], [0.04, -2.68, -0.24], [-0.42, 0.42, -1.17], [-0.40, -0.77, 0.10], [-0.91, 0.90, 1.32], [-1.56, -0.59, 0.90], [0.15, -1.87, -0.67], [-0.58, 1.39, -0.54], [1.00, -0.76, 0.07], [1.04, 0.64, -1.73], [-1.15, 1.53, -1.04], [1.56, -0.68, -0.80], [1.36, 1.39, 2.46], [-1.62, -0.42, 0.19]], "homo_lumo_gap_ev": [6.740, 6.549], "de_lowest_kcal_mol": 72.8, "homo_energy_ev": [-6.73, -6.75], "smiles": "CC(C)=P(C)=C1CP1C", "largest_force_ha_per_bohr": 0.07729, "mol_weight_g_mol": 160.14}